(1)
A structure of composition C36H37AsN3OP2Se6V at a distorted geometry, computed with wB97M-V/def2-TZVPD.

XYZ file:
```
87
Properties=species:S:1:pos:R:3
V 0.096 -0.071 -0.042
Se -0.311 1.215 6.675
P 0.944 -0.243 5.841
C 0.592 -1.964 6.347
C -0.228 -2.214 7.437
C -0.510 -3.526 7.807
C 0.029 -4.583 7.090
C 0.857 -4.335 6.001
C 1.136 -3.029 5.628
C 2.632 0.035 6.496
C 3.084 1.349 6.618
C 4.319 1.620 7.187
C 5.104 0.583 7.673
C 4.644 -0.723 7.595
C 3.414 -0.998 7.010
C 0.794 -0.397 4.024
C 1.319 -0.220 2.727
N 0.284 -0.476 1.877
N -0.785 -0.806 2.592
N -0.502 -0.770 3.864
P 2.880 0.018 1.841
Se 2.613 -0.226 -0.264
C 3.582 1.639 2.241
C 3.956 1.959 3.540
C 4.467 3.214 3.829
C 4.599 4.158 2.818
C 4.217 3.842 1.521
C 3.710 2.583 1.229
C 4.013 -1.281 2.471
C 4.295 -1.412 3.826
C 5.074 -2.464 4.289
C 5.577 -3.403 3.400
C 5.310 -3.274 2.046
C 4.536 -2.218 1.583
H -0.657 -1.375 7.973
H -1.160 -3.720 8.651
H -0.203 -5.605 7.370
H 1.273 -5.158 5.431
H 1.769 -2.837 4.766
H 2.446 2.159 6.282
H 4.662 2.644 7.270
H 6.068 0.793 8.122
H 5.239 -1.534 7.999
H 3.065 -2.021 6.959
H 3.847 1.241 4.337
H 4.758 3.455 4.846
H 4.989 5.143 3.047
H 4.296 4.582 0.734
H 3.383 2.344 0.225
H 3.907 -0.701 4.537
H 5.283 -2.544 5.350
H 6.173 -4.233 3.764
H 5.700 -4.004 1.345
H 4.323 -2.114 0.528
Se -0.242 0.200 -2.538
Se -0.660 2.485 -2.790
Se 0.791 3.421 -1.214
Se 0.090 2.343 0.719
C -2.025 -3.362 -0.079
As -0.256 -2.576 -0.255
C 0.257 -3.351 -1.970
C 0.800 -3.698 1.015
C 0.612 -5.176 0.887
C 1.386 -5.927 0.000
C 1.179 -7.291 -0.155
C 0.195 -7.938 0.582
C -0.568 -7.209 1.484
C -0.360 -5.844 1.634
H -1.988 -4.440 -0.219
H -2.662 -2.912 -0.837
H -2.432 -3.126 0.903
H 0.072 -4.423 -2.021
H 1.309 -3.143 -2.155
H -0.323 -2.838 -2.736
H 0.509 -3.351 2.007
H 1.837 -3.412 0.847
H 2.164 -5.430 -0.570
H 1.789 -7.851 -0.855
H 0.028 -9.002 0.458
H -1.331 -7.703 2.074
H -0.956 -5.281 2.346
C -3.152 0.688 -0.330
O -2.174 -0.173 0.254
H -3.071 1.700 0.066
H -4.157 0.295 -0.155
H -2.951 0.714 -1.397
H -2.245 -0.182 1.218
```

Energy (eV): -541637.9389
Spin multiplicity: 4
M (g mol⁻¹): 1189.29
HOMO (alpha / beta) (Eh): -0.129 / -0.139
Gap between HOMO and LUMO (alpha / beta) (Eh): 0.2057 / 0.2160
Lowest unoccupied orbital energy (alpha / beta) (hartree): 0.0768 / 0.0768
Total charge: -1

---

(2)
A structure of composition C36H37CrNP2Se at a distorted geometry, computed with wB97M-V/def2-TZVPD.

XYZ file:
```
78
Properties=species:S:1:pos:R:3
Cr -0.373 -6.043 1.069
C 0.809 -7.246 -0.387
C 1.217 -5.923 -0.525
C 0.783 -4.991 -1.644
C -0.448 -4.127 -1.279
C -1.485 -4.849 -0.447
C -1.885 -6.173 -0.599
C -1.399 -7.109 -1.692
C -0.186 -7.972 -1.264
C -1.750 -5.565 2.549
H 1.418 -7.891 0.244
H 2.100 -5.619 0.032
H 0.587 -5.570 -2.551
H 1.616 -4.321 -1.883
H -0.111 -3.261 -0.699
H -0.907 -3.727 -2.196
H -2.124 -4.201 0.151
H -2.794 -6.475 -0.083
H -1.158 -6.534 -2.590
H -2.219 -7.780 -1.968
H -0.551 -8.835 -0.697
H 0.316 -8.376 -2.156
H -1.727 -6.296 3.364
H -2.771 -5.507 2.149
H -1.486 -4.585 2.969
P 2.212 3.403 0.970
P -1.516 3.885 0.876
C 1.087 3.863 -0.378
C -0.260 3.914 -0.435
C 3.734 4.372 0.675
C 4.133 4.814 -0.594
C 5.298 5.566 -0.743
C 6.080 5.874 0.371
C 5.695 5.430 1.637
C 4.523 4.692 1.789
C 2.685 1.722 0.379
C 1.700 0.721 0.396
C 1.999 -0.579 -0.005
C 3.297 -0.909 -0.403
C 4.287 0.073 -0.400
C 3.985 1.380 -0.015
C -2.319 5.507 0.528
C -1.581 6.672 0.794
C -2.138 7.932 0.585
C -3.454 8.049 0.132
C -4.203 6.898 -0.112
C -3.640 5.635 0.081
C -2.774 2.685 0.308
C -3.517 2.014 1.290
C -4.488 1.084 0.928
C -4.714 0.801 -0.421
C -3.976 1.460 -1.405
C -3.013 2.402 -1.044
H 1.625 4.008 -1.316
H -0.705 4.120 -1.410
H 3.527 4.568 -1.461
H 5.591 5.916 -1.729
H 6.986 6.462 0.252
H 6.298 5.674 2.508
H 4.202 4.372 2.777
H 0.693 0.961 0.730
H 1.222 -1.339 0.005
H 3.534 -1.924 -0.707
H 5.300 -0.175 -0.705
H 4.762 2.139 -0.027
H -0.564 6.592 1.174
H -1.549 8.822 0.788
H -3.893 9.031 -0.023
H -5.228 6.980 -0.462
H -4.229 4.746 -0.123
H -3.314 2.214 2.338
H -5.056 0.567 1.696
H -5.462 0.065 -0.704
H -4.144 1.236 -2.454
H -2.442 2.920 -1.809
Se -0.680 -11.027 1.950
C -0.574 -9.302 1.645
N -0.494 -8.009 1.416
```

Energy (eV): -151762.9683
Spin multiplicity: 5
M (g mol⁻¹): 676.60
HOMO (alpha / beta) (Eh): -0.278 / -0.285
Gap between HOMO and LUMO (alpha / beta) (Eh): 0.2657 / 0.2592
Lowest unoccupied orbital energy (alpha / beta) (hartree): -0.0122 / -0.0262

---

(3)
A structure of composition C36H37HfNP2S at a distorted geometry, computed with wB97M-V/def2-TZVPD.

XYZ file:
```
78
Properties=species:S:1:pos:R:3
Hf 2.358 4.444 -1.361
C 0.658 -0.250 -1.669
C 1.726 -0.115 -2.489
C 1.661 0.490 -3.859
C 1.077 1.946 -4.033
C 0.079 2.513 -3.118
C -0.939 1.854 -2.542
C -1.347 0.506 -3.056
C -0.687 -0.616 -2.186
C 2.174 5.463 0.451
H 0.778 -0.530 -0.608
H 2.707 -0.076 -2.003
H 1.163 -0.186 -4.547
H 2.719 0.515 -4.178
H 1.975 2.606 -4.224
H 0.570 1.919 -5.023
H 0.118 3.646 -3.095
H -1.544 2.358 -1.768
H -1.036 0.402 -4.125
H -2.460 0.493 -2.965
H -1.384 -0.778 -1.371
H -0.805 -1.534 -2.825
H 1.657 4.897 1.251
H 1.405 6.140 0.082
H 3.034 6.062 0.816
P 5.262 5.742 -2.331
P 3.003 6.624 -2.371
C 4.719 5.739 -4.046
C 3.484 6.307 -4.080
C 6.808 6.711 -2.486
C 7.455 6.973 -3.693
C 8.859 6.990 -3.713
C 9.545 6.886 -2.507
C 8.875 7.015 -1.280
C 7.496 7.005 -1.284
C 5.966 4.111 -2.004
C 5.029 3.178 -1.633
C 5.348 1.850 -1.489
C 6.631 1.435 -1.814
C 7.607 2.369 -2.206
C 7.265 3.711 -2.318
C 3.251 8.388 -2.183
C 4.551 8.956 -2.214
C 4.742 10.193 -2.791
C 3.652 10.946 -3.240
C 2.370 10.482 -2.983
C 2.163 9.219 -2.447
C 1.001 6.356 -2.458
C 0.210 7.007 -1.473
C -1.177 6.988 -1.617
C -1.718 6.710 -2.874
C -0.910 6.228 -3.927
C 0.450 6.002 -3.714
H 5.379 5.404 -4.851
H 2.903 6.738 -4.890
H 6.921 7.158 -4.611
H 9.416 7.070 -4.657
H 10.615 6.708 -2.496
H 9.412 7.106 -0.341
H 6.908 7.173 -0.382
H 3.923 3.494 -1.616
H 4.581 1.174 -1.132
H 6.865 0.379 -1.783
H 8.620 2.028 -2.425
H 8.003 4.437 -2.623
H 5.401 8.436 -1.790
H 5.745 10.581 -2.926
H 3.805 11.895 -3.754
H 1.505 11.085 -3.234
H 1.151 8.912 -2.234
H 0.666 7.528 -0.603
H -1.785 7.208 -0.730
H -2.784 6.902 -3.023
H -1.380 6.025 -4.900
H 1.065 5.528 -4.498
S -0.245 2.294 1.552
C 0.951 2.404 0.582
N 1.818 2.672 -0.293
```

Energy (eV): -70119.2858
M (g mol⁻¹): 756.20
HOMO (Eh): -0.488
Gap between HOMO and LUMO (Eh): 0.2393
Lowest unoccupied orbital energy (hartree): -0.2487
Total charge: +2

---

(4)
A structure of composition C36H38AgN3OS2Se2Si, computed with wB97M-V/def2-TZVPD.

XYZ file:
```
84
Properties=species:S:1:pos:R:3
Ag -1.031 -1.299 1.488
Se -3.262 -2.690 2.173
Se 0.463 -3.239 4.969
C 0.524 -1.382 4.675
C 0.652 -0.511 5.792
C 0.789 0.845 5.619
C 0.815 1.369 4.325
C 0.662 0.485 3.280
N 0.499 -0.847 3.425
C -2.897 -3.599 0.578
C -3.572 -4.788 0.212
C -3.259 -5.424 -0.967
C -2.293 -4.873 -1.811
C -1.680 -3.705 -1.398
N -1.946 -3.089 -0.238
H 0.642 -0.954 6.777
H 0.881 1.501 6.479
H 0.916 2.431 4.135
H 0.633 0.853 2.257
H -4.325 -5.181 0.884
H -3.760 -6.348 -1.240
H -2.019 -5.338 -2.750
H -0.935 -3.224 -2.023
S 0.803 -1.173 -0.894
C 2.522 -0.780 -1.123
N 2.924 0.580 -0.900
C 4.347 0.661 -1.159
C 4.640 -0.009 -2.514
S 3.451 -1.383 -2.619
H 2.393 1.222 -1.479
H 4.868 0.111 -0.371
H 4.677 1.699 -1.138
H 5.659 -0.394 -2.575
H 4.464 0.684 -3.339
O -0.897 0.868 0.672
Si -1.380 2.002 -0.283
C 0.089 2.747 -1.253
C 1.057 3.503 -0.577
C 2.244 3.886 -1.189
C 2.496 3.521 -2.509
C 1.548 2.783 -3.208
C 0.361 2.403 -2.583
C -2.597 1.384 -1.604
C -2.939 0.025 -1.592
C -3.823 -0.505 -2.527
C -4.385 0.318 -3.496
C -4.064 1.673 -3.523
C -3.182 2.195 -2.584
C -2.236 3.456 0.589
C -2.936 3.177 1.771
C -3.599 4.180 2.470
C -3.573 5.490 2.002
C -2.879 5.791 0.836
C -2.217 4.781 0.143
H 0.880 3.781 0.460
H 2.981 4.459 -0.636
H 3.429 3.803 -2.986
H 1.734 2.496 -4.237
H -0.366 1.816 -3.136
H -2.506 -0.620 -0.829
H -4.074 -1.560 -2.493
H -5.073 -0.091 -4.227
H -4.506 2.319 -4.274
H -2.944 3.257 -2.612
H -2.943 2.155 2.145
H -4.130 3.941 3.385
H -4.086 6.275 2.547
H -2.849 6.811 0.472
H -1.668 5.032 -0.762
C 4.232 -3.118 0.457
C 2.704 -3.090 0.314
C 2.067 -3.521 1.638
C 2.245 -4.069 -0.768
C 2.287 -1.629 0.082
H 4.546 -4.098 0.835
H 4.564 -2.361 1.177
H 4.727 -2.937 -0.499
H 2.240 -4.586 1.827
H 0.990 -3.360 1.635
H 2.464 -2.962 2.488
H 2.683 -5.053 -0.568
H 2.540 -3.767 -1.773
H 1.160 -4.166 -0.747
H 2.340 -1.048 1.001
```

Energy (eV): -208710.3818
M (g mol⁻¹): 886.73
HOMO (Eh): -0.040
Gap between HOMO and LUMO (Eh): 0.1820
Lowest unoccupied orbital energy (hartree): 0.1416
Total charge: -2

---

(5)
A structure of composition C36H38BrN4S5Ti at a distorted geometry, computed with wB97M-V/def2-TZVPD.

XYZ file:
```
85
Properties=species:S:1:pos:R:3
Ti 13.011 13.539 12.148
C 16.614 13.494 12.739
C 15.687 13.559 13.988
N 14.354 14.275 13.829
C 14.506 15.765 13.854
C 14.676 16.357 12.438
N 13.899 15.474 11.421
C 14.686 15.111 10.182
C 16.036 14.361 10.467
N 15.842 13.293 11.490
H 17.253 14.433 12.670
H 17.355 12.695 12.880
H 15.463 12.519 14.284
H 16.302 14.052 14.800
H 13.745 13.967 14.575
H 13.617 16.247 14.331
H 15.361 16.008 14.438
H 14.242 17.363 12.342
H 15.741 16.367 12.138
H 13.082 15.978 11.055
H 14.031 14.470 9.573
H 14.915 16.023 9.586
H 16.487 13.938 9.520
H 16.774 15.045 10.874
H 16.044 12.391 11.058
Br 10.829 15.653 9.972
C 10.722 13.921 9.044
C 9.739 13.845 8.071
C 9.834 12.827 7.097
C 10.787 11.825 7.138
C 11.633 11.782 8.248
C 12.534 10.659 8.256
C 13.401 10.533 9.288
C 13.405 11.591 10.225
C 12.526 12.620 10.363
C 11.635 12.862 9.244
H 8.884 14.504 8.148
H 9.140 12.917 6.274
H 10.806 11.002 6.377
H 12.473 9.952 7.401
H 13.974 9.656 9.548
H 14.212 11.468 10.944
C 16.220 6.454 13.135
S 16.826 7.668 11.919
C 17.958 8.607 12.810
C 17.752 9.207 14.048
S 16.468 9.151 15.183
S 19.194 10.175 14.614
C 20.310 9.682 13.370
S 21.878 10.146 13.474
S 19.548 8.688 12.100
H 15.345 5.996 12.700
H 16.008 6.881 14.157
H 16.928 5.633 13.153
C 10.480 16.928 17.382
C 10.631 17.725 16.284
C 10.906 17.128 15.077
C 10.904 15.724 14.916
C 10.627 14.960 16.032
C 10.434 15.561 17.274
C 11.246 15.213 13.613
C 11.366 13.898 13.174
C 10.291 12.881 13.315
C 9.244 12.901 12.409
C 8.174 12.063 12.559
C 8.017 11.275 13.703
C 9.067 11.226 14.603
C 10.224 11.944 14.397
H 10.398 17.383 18.339
H 10.648 18.797 16.382
H 10.927 17.689 14.149
H 10.537 13.846 15.914
H 10.296 14.964 18.152
H 11.608 16.022 12.932
H 9.242 13.602 11.577
H 7.353 12.082 11.809
H 7.106 10.759 13.834
H 8.956 10.581 15.464
H 11.076 11.821 15.099
C 12.807 9.197 14.108
C 13.097 10.577 13.665
N 13.209 11.629 13.153
H 12.149 8.743 13.375
H 12.375 9.300 15.106
H 13.785 8.670 14.176
```

Energy (eV): -191241.0289
Spin multiplicity: 3
M (g mol⁻¹): 814.83
HOMO (alpha / beta) (Eh): -0.105 / -0.159
Gap between HOMO and LUMO (alpha / beta) (Eh): 0.1799 / 0.2328
Lowest unoccupied orbital energy (alpha / beta) (hartree): 0.0747 / 0.0737
Total charge: -1

---

(6)
A structure of composition C36H38ClN2PSeSi2Ti at a distorted geometry, computed with wB97M-V/def2-TZVPD.

XYZ file:
```
82
Properties=species:S:1:pos:R:3
Ti -0.068 0.225 0.319
Cl 2.501 0.142 0.428
C 3.073 -0.242 2.035
C 4.428 -0.442 2.220
C 4.892 -0.732 3.493
C 4.007 -0.825 4.558
C 2.650 -0.637 4.354
C 2.162 -0.333 3.084
P 0.381 -0.072 2.772
C -0.391 -1.228 3.945
C -0.165 -2.588 3.718
C -0.751 -3.535 4.541
C -1.580 -3.128 5.579
C -1.822 -1.780 5.791
C -1.234 -0.825 4.973
C 0.034 1.602 3.408
C -1.222 2.129 3.085
C -1.578 3.396 3.515
C -0.677 4.152 4.252
C 0.583 3.648 4.543
C 0.944 2.377 4.122
H 5.110 -0.379 1.383
H 5.949 -0.892 3.653
H 4.377 -1.048 5.550
H 1.956 -0.727 5.180
H 0.488 -2.895 2.906
H -0.563 -4.589 4.377
H -2.035 -3.868 6.225
H -2.474 -1.465 6.595
H -1.422 0.228 5.141
H -1.917 1.542 2.494
H -2.548 3.800 3.257
H -0.958 5.140 4.594
H 1.295 4.252 5.090
H 1.930 1.996 4.353
C -3.394 -0.747 1.310
Si -2.522 0.163 -0.140
C -3.176 -0.670 -1.722
C -3.019 2.008 -0.133
C -4.366 2.366 -0.036
C -4.760 3.695 0.016
C -3.802 4.697 -0.040
C -2.462 4.359 -0.157
C -2.049 3.026 -0.205
Si -0.191 2.624 -0.391
C 0.846 3.915 0.551
C 0.322 2.766 -2.226
H -4.483 -0.705 1.228
H -3.117 -0.334 2.283
H -3.104 -1.803 1.312
H -4.266 -0.618 -1.777
H -2.887 -1.723 -1.750
H -2.773 -0.188 -2.615
H -5.128 1.593 0.004
H -5.809 3.950 0.099
H -4.102 5.737 0.002
H -1.726 5.155 -0.212
H 0.857 4.864 0.010
H 1.882 3.586 0.660
H 0.445 4.101 1.549
H 0.113 3.767 -2.610
H -0.216 2.052 -2.852
H 1.393 2.581 -2.343
C 1.157 -5.234 -2.022
N 0.136 -5.217 -0.994
C -0.278 -4.139 -0.305
Se 0.436 -2.448 -0.381
N -1.271 -4.532 0.519
C -1.508 -5.892 0.374
C -2.402 -6.764 0.973
C -2.349 -8.088 0.572
C -1.434 -8.527 -0.387
C -0.543 -7.655 -0.988
C -0.602 -6.328 -0.594
H 1.417 -4.211 -2.276
H 0.769 -5.736 -2.907
H 2.046 -5.756 -1.669
H -1.751 -3.893 1.132
H -3.109 -6.427 1.719
H -3.035 -8.802 1.008
H -1.420 -9.572 -0.664
H 0.170 -7.991 -1.729
```

Energy (eV): -166952.5570
Spin multiplicity: 2
M (g mol⁻¹): 748.14
HOMO (alpha / beta) (Eh): -0.370 / -0.366
Gap between HOMO and LUMO (alpha / beta) (Eh): 0.2641 / 0.2674
Lowest unoccupied orbital energy (alpha / beta) (hartree): -0.1058 / -0.0986
Total charge: +1